Entry 1:
Below is a 2-piece molecular cluster, C2H8O2 overall at a distorted geometry, with properties calculated with ωB97M-V/def2-TZVPD.

The calculation puts the energy above the lowest of the compared OMol25 structures with the same formula, charge and spin at 40.5 kcal per mole. As for the HOMO energy: -0.3723 Eh. Its orbital gap is 11.071 eV.

The geometry in XYZ format:
```
12
C2H8O2 | the OMol25 dataset | ωB97M-V/def2-TZVPD
C -0.761 -2.099 0.755
O 0.443 -2.455 1.331
H -0.439 -1.984 -0.350
H -1.524 -2.831 0.998
H -0.973 -1.106 1.212
H 0.434 -2.716 2.165
C 0.544 2.230 -0.649
O 0.436 1.491 -1.808
H 1.568 2.501 -0.289
H -0.072 1.747 0.006
H -0.024 3.104 -0.865
H 0.369 2.119 -2.505
```

=====

Entry 2:
Below is a 2-piece molecular cluster, CH4Cl2OSi overall at a distorted geometry, with properties calculated with ωB97M-V/def2-TZVPD.

The calculation puts the energy above the lowest of the compared OMol25 structures with the same formula, charge and spin at 81.2 kcal per mole. As for the HOMO energy: -0.3749 Eh. Its orbital gap is 10.849 eV.

The geometry in XYZ format:
```
9
CH4Cl2OSi | the OMol25 dataset | ωB97M-V/def2-TZVPD
Cl -2.606 -1.736 1.268
Si -2.336 -0.680 -0.500
Cl -0.640 0.465 -0.259
H -3.267 0.375 -0.932
H -2.231 -1.921 -1.256
C 2.792 0.887 0.447
O 2.446 -0.262 0.193
H 2.509 1.583 -0.312
H 3.334 1.288 1.352
```

=====

Entry 3:
Below is a 3-piece molecular cluster, H6O3 overall at a distorted geometry, with properties calculated with ωB97M-V/def2-TZVPD.

The calculation puts the energy above the lowest of the compared OMol25 structures with the same formula, charge and spin at 6.9 kcal per mole. As for the HOMO energy: -0.3907 Eh. Its orbital gap is 11.073 eV.

The geometry in XYZ format:
```
9
H6O3 | the OMol25 dataset | ωB97M-V/def2-TZVPD
O -0.431 -0.175 -1.052
H -0.986 0.193 -0.364
H -0.543 0.403 -1.783
O -1.371 1.260 1.157
H -0.568 1.738 1.300
H -1.544 0.924 2.048
O 2.045 -1.480 -0.719
H 2.169 -1.878 0.126
H 1.229 -0.984 -0.717
```

=====

Entry 4:
Below is a 2-piece molecular cluster, CHI2N overall at a distorted geometry, with properties calculated with ωB97M-V/def2-TZVPD.

The calculation puts the energy above the lowest of the compared OMol25 structures with the same formula, charge and spin at 3.7 kcal per mole. As for the HOMO energy: -0.3711 Eh. Its orbital gap is 9.786 eV.

The geometry in XYZ format:
```
5
CHI2N | the OMol25 dataset | ωB97M-V/def2-TZVPD
N -2.711 -0.737 -2.588
C -3.159 -0.501 -1.579
I -3.704 0.156 0.244
I 0.366 -1.426 0.294
H 0.187 -1.172 1.761
```

=====

Entry 5:
Below is a 2-piece molecular cluster, C3H10NO2 overall at a distorted geometry, with properties calculated with ωB97M-V/def2-TZVPD.

The calculation puts the energy above the lowest of the compared OMol25 structures with the same formula, charge and spin at 44.7 kcal per mole. Its multiplicity is 2. As for the HOMO energy (alpha / beta): -0.1086 / -0.3238 Eh. Its orbital gap (alpha / beta) is 3.377 / 9.064 eV.

The geometry in XYZ format:
```
16
C3H10NO2 | the OMol25 dataset | ωB97M-V/def2-TZVPD
O -0.443 -1.434 0.842
C -0.054 -2.593 0.944
O 0.504 -3.180 2.059
H -0.061 -3.321 0.074
H 1.457 -3.298 1.993
C -1.107 0.673 -1.124
N -0.333 1.158 0.008
C 0.948 1.961 -0.346
H -0.855 1.376 -1.983
H -0.614 -0.303 -1.293
H -2.166 0.549 -1.024
H -0.082 0.285 0.530
H -0.796 1.916 0.578
H 1.527 1.248 -0.972
H 1.433 2.162 0.631
H 0.643 2.800 -0.916
```

=====

Entry 6:
Below is an isolated ion of composition C4H9Cl2N2 and charge +1 at a distorted geometry, with properties calculated with ωB97M-V/def2-TZVPD.

The calculation puts the energy above the lowest of the compared OMol25 structures with the same formula, charge and spin at 28.6 kcal per mole. As for the HOMO energy: -0.5280 Eh. Its net charge is +1. Its orbital gap is 9.555 eV.

The geometry in XYZ format:
```
17
C4H9Cl2N2 | the OMol25 dataset | ωB97M-V/def2-TZVPD
C -1.228 -0.953 0.287
C -0.703 0.274 -0.351
C -1.751 0.995 -1.125
N 0.599 0.534 -0.395
C 1.782 -0.179 0.289
N 1.461 -0.189 1.631
Cl 2.110 -1.696 -0.522
Cl 3.448 0.801 0.173
H -2.192 -1.162 -0.195
H -1.101 -0.928 1.303
H -0.729 -1.858 -0.032
H -2.773 0.985 -0.499
H -1.742 0.406 -2.140
H -1.458 2.088 -1.432
H 0.803 1.118 -1.196
H 1.985 -0.912 2.057
H 1.490 0.677 2.149
```

=====

Entry 7:
Below is a 3-piece molecular cluster, C31H27F3NO7PSi2 overall, with properties calculated with ωB97M-V/def2-TZVPD.

As for the HOMO energy: -0.3159 Eh. Its orbital gap is 7.610 eV.

The geometry in XYZ format:
```
72
C31H27F3NO7PSi2 | the OMol25 dataset | ωB97M-V/def2-TZVPD
C -2.446 -2.553 3.242
O -2.164 -2.399 1.863
C -0.934 -1.743 1.625
Si -0.790 -1.431 -0.221
O -1.042 0.166 -0.532
Si -0.480 1.114 -1.784
P 1.273 2.156 -0.779
N 0.344 3.461 -0.094
O 1.990 2.889 -2.084
C 0.983 -2.040 -0.719
F 1.177 -2.236 -2.038
F 1.127 -3.256 -0.122
F 2.007 -1.280 -0.286
H -3.145 -3.379 3.346
H -2.893 -1.639 3.647
H -1.537 -2.786 3.805
H -0.090 -2.338 1.995
H -0.897 -0.771 2.139
H -1.707 -2.288 -0.989
H -0.052 0.299 -2.942
H -1.578 2.013 -2.187
H -0.500 3.100 0.346
H 0.889 3.886 0.650
H 2.874 3.175 -1.835
O -2.589 7.577 -6.780
C -2.248 7.568 -5.617
C -1.575 6.381 -5.015
C -1.318 5.277 -5.819
C -0.678 4.170 -5.287
C -0.290 4.164 -3.952
C -0.551 5.255 -3.142
C -1.195 6.367 -3.671
C -1.476 7.529 -2.779
O -1.185 7.507 -1.602
C -2.129 8.726 -3.387
C -2.375 9.836 -2.587
C -2.964 10.963 -3.132
C -3.312 10.989 -4.479
C -3.075 9.884 -5.278
C -2.484 8.749 -4.736
H -1.624 5.303 -6.856
H -0.477 3.311 -5.914
H 0.222 3.305 -3.542
H -0.261 5.251 -2.099
H -2.097 9.798 -1.543
H -3.154 11.827 -2.508
H -3.769 11.873 -4.903
H -3.341 9.885 -6.326
O 3.940 -9.228 4.097
C 3.134 -8.326 4.032
C 3.219 -7.285 2.969
C 4.232 -7.368 2.021
C 4.315 -6.421 1.014
C 3.386 -5.388 0.944
C 2.380 -5.297 1.891
C 2.295 -6.241 2.906
C 1.211 -6.103 3.920
O 0.439 -5.167 3.895
C 1.109 -7.159 4.969
C 0.087 -7.079 5.908
C -0.035 -8.055 6.881
C 0.863 -9.117 6.922
C 1.886 -9.198 5.993
C 2.015 -8.220 5.015
H 4.944 -8.179 2.087
H 5.104 -6.488 0.276
H 3.444 -4.655 0.150
H 1.649 -4.504 1.855
H -0.603 -6.248 5.859
H -0.832 -7.993 7.610
H 0.762 -9.881 7.681
H 2.596 -10.014 6.013
```

=====

Entry 8:
Below is a single C3H3NOS molecule at a distorted geometry, with properties calculated with ωB97M-V/def2-TZVPD.

The calculation puts the energy above the lowest of the compared OMol25 structures with the same formula, charge and spin at 36.0 kcal per mole. As for the HOMO energy: -0.3171 Eh. Its orbital gap is 9.376 eV.

The geometry in XYZ format:
```
9
C3H3NOS | the OMol25 dataset | ωB97M-V/def2-TZVPD
O 0.246 1.939 0.560
C -0.044 0.679 0.419
C -1.157 -0.038 0.469
S -0.896 -1.676 -0.016
C 0.755 -1.259 -0.631
N 1.245 -0.134 -0.390
H 0.867 2.374 -0.047
H -2.089 0.256 0.755
H 1.072 -2.140 -1.119
```